(1)
6 unconnected molecules or ions with the total composition C2H14Br2O5 in a non-equilibrium geometry. Source: the OMol25 dataset; level of theory: wB97M-V/def2-TZVPD.

Each line ends with the Mulliken charge.
Positions of all 23 atoms, in Å:
1 Br 2.142 0.264 -0.286  -0.222
2 C 1.253 -0.612 -1.929  -0.586
3 C 2.262 -1.616 -2.519  -0.642
4 Br 1.566 -2.336 -4.247  -0.174
5 H 0.958 0.184 -2.613  0.430
6 H 0.397 -1.191 -1.581  0.405
7 H 2.691 -2.427 -1.932  0.423
8 H 3.152 -1.044 -2.779  0.362
9 O -4.310 1.512 0.590  -0.642
10 H -4.925 0.796 0.753  0.319
11 H -4.349 2.047 1.383  0.323
12 O 0.605 2.912 -0.843  -0.588
13 H -0.081 2.972 -1.509  0.304
14 H 1.397 3.218 -1.286  0.304
15 O 1.219 -2.023 2.154  -0.648
16 H 0.742 -1.322 2.599  0.353
17 H 1.136 -1.816 1.223  0.271
18 O -0.912 -0.928 3.525  -0.637
19 H -1.781 -1.329 3.545  0.306
20 H -0.918 -0.382 2.739  0.429
21 O -0.585 0.733 1.182  -0.616
22 H -0.217 1.267 0.478  0.239
23 H -1.443 1.121 1.354  0.286

As for the LUMO energy: 0.0057 Ha. Its energy above the lowest of the compared OMol25 structures with the same formula, charge and spin is 14.7 kcal per mole. As for the multiplicity: 1. The SMILES is BrCCBr.O.O.O.O.O. The value obtained for the molecular weight is 277.94 g mol⁻¹.

---

(2)
C23H32N4O4S in the gas phase in a non-equilibrium geometry. Source: the OMol25 dataset; level of theory: wB97M-V/def2-TZVPD.

Each line ends with the Mulliken charge.
Positions of all 64 atoms, in Å:
1 C 1.190 -1.984 3.821  -1.513
2 C 1.079 -2.473 2.383  -0.425
3 H 0.586 -3.447 2.349  0.438
4 H 2.080 -2.581 1.965  0.250
5 C 0.294 -1.477 1.518  0.280
6 N -0.196 -2.083 0.287  0.721
7 C -1.326 -2.818 0.191  0.308
8 O -1.656 -3.363 -0.851  -0.682
9 C -2.280 -2.856 1.378  -0.446
10 H -2.669 -3.873 1.454  0.528
11 H -1.804 -2.600 2.319  0.189
12 C -3.448 -1.895 1.070  -0.966
13 C -2.925 -0.654 0.372  0.458
14 O -2.471 0.306 0.965  -0.712
15 N -2.994 -0.726 -0.985  0.086
16 C -2.639 0.281 -1.858  0.335
17 N -2.467 0.018 -3.132  -0.815
18 O -2.190 1.194 -3.742  -0.156
19 C -2.196 2.186 -2.837  0.262
20 C -2.477 1.668 -1.604  0.220
21 H -2.573 2.170 -0.667  0.395
22 C -1.916 3.566 -3.301  -1.253
23 H -0.851 3.688 -3.498  0.195
24 H -2.452 3.760 -4.227  0.442
25 H -2.222 4.281 -2.544  0.311
26 H -3.150 -1.626 -1.425  0.346
27 H -4.173 -2.394 0.428  0.264
28 H -3.934 -1.596 1.999  0.442
29 C 0.688 -2.073 -0.877  -0.485
30 C 1.823 -3.031 -0.731  0.025
31 C 1.750 -4.384 -0.587  -0.191
32 C 3.017 -4.990 -0.454  -0.637
33 C 4.030 -4.088 -0.504  -0.526
34 S 3.461 -2.480 -0.701  -0.065
35 H 5.085 -4.269 -0.436  0.469
36 H 3.163 -6.049 -0.333  0.415
37 H 0.818 -4.922 -0.585  0.493
38 H 1.066 -1.061 -1.032  -0.138
39 H 0.067 -2.359 -1.734  0.716
40 H -0.560 -1.087 2.081  0.829
41 C 1.172 -0.250 1.192  -0.990
42 O 2.382 -0.265 1.266  -0.623
43 N 0.455 0.829 0.839  0.294
44 H -0.557 0.787 0.816  0.176
45 C 1.078 2.096 0.506  -0.682
46 C 0.302 3.243 1.148  -0.435
47 C 0.944 4.583 0.802  -0.945
48 C 1.008 4.769 -0.711  -0.346
49 C 1.789 3.627 -1.352  -1.203
50 C 1.155 2.282 -1.012  0.500
51 H 1.745 1.472 -1.445  0.353
52 H 0.146 2.229 -1.427  -0.635
53 H 1.822 3.756 -2.436  0.428
54 H 2.817 3.641 -0.984  0.428
55 H 1.482 5.723 -0.948  0.366
56 H -0.007 4.790 -1.115  0.050
57 H 0.372 5.394 1.255  0.407
58 H 1.955 4.615 1.213  0.362
59 H 0.276 3.106 2.230  0.376
60 H -0.728 3.224 0.782  0.101
61 H 2.095 2.055 0.912  0.513
62 H 1.714 -1.033 3.850  0.323
63 H 0.206 -1.854 4.269  0.333
64 H 1.748 -2.701 4.418  0.441

As for the LUMO energy: 0.0228 Ha. Its energy above the lowest of the compared OMol25 structures with the same formula, charge and spin is 50.0 kcal per mole. As for the multiplicity: 1. The SMILES is CC[C@@H](C(=O)NC1CCCCC1)N(Cc1cccs1)C(=O)CCC(=O)Nc1cc(C)on1. The value obtained for the molecular weight is 460.60 g mol⁻¹.

---

(3)
2 unconnected molecules or ions with the total composition C19H18O2S2 in a non-equilibrium geometry. Source: the OMol25 dataset; level of theory: wB97M-V/def2-TZVPD.

Each line ends with the Mulliken charge.
Positions of all 41 atoms, in Å:
1 C -4.234 -1.905 -0.448  -1.093
2 C -3.207 -1.623 0.635  0.544
3 C -2.789 -0.259 0.721  -0.375
4 C -1.798 0.195 1.650  0.708
5 C -1.457 1.683 1.613  0.351
6 C -1.991 2.607 0.693  -0.163
7 C -1.611 3.957 0.719  -0.746
8 C -0.682 4.407 1.669  -0.319
9 C -0.140 3.497 2.593  -0.516
10 C -0.528 2.155 2.560  -0.329
11 O -1.208 -0.536 2.465  -0.692
12 O -2.799 -2.537 1.362  -0.680
13 H -4.499 -1.023 -1.034  0.299
14 H -3.846 -2.674 -1.122  0.246
15 H -5.139 -2.307 0.014  0.218
16 H -3.253 0.436 0.029  -0.061
17 H -2.710 2.272 -0.056  0.269
18 H -2.044 4.651 -0.008  0.348
19 H -0.380 5.456 1.692  0.355
20 H 0.584 3.820 3.344  0.334
21 H -0.106 1.447 3.276  0.350
22 C -6.694 -3.097 5.499  -0.365
23 C -5.787 -2.315 6.230  -0.701
24 C -4.420 -2.461 6.031  -0.479
25 C -3.943 -3.401 5.092  0.708
26 C -2.520 -3.581 4.902  0.838
27 S -1.874 -4.748 3.815  0.027
28 C -0.114 -4.542 4.240  -0.637
29 C 0.099 -3.153 4.830  -0.493
30 S -1.357 -2.711 5.833  -0.070
31 C -4.859 -4.174 4.346  -0.385
32 C -6.223 -4.020 4.552  -0.775
33 H -7.767 -2.983 5.660  0.387
34 H -6.148 -1.588 6.959  0.379
35 H -3.707 -1.857 6.597  0.309
36 H 0.140 -5.334 4.958  0.366
37 H 0.460 -4.684 3.318  0.412
38 H 0.972 -3.116 5.491  0.435
39 H 0.176 -2.387 4.047  0.309
40 H -4.482 -4.885 3.608  0.307
41 H -6.923 -4.624 3.973  0.381

As for the LUMO energy: -0.0885 Ha. Its energy above the lowest of the compared OMol25 structures with the same formula, charge and spin is 20.1 kcal per mole. As for the multiplicity: 1. The value obtained for the molecular weight is 342.48 g mol⁻¹.